Record 1
The following is a DFT calculation (ωB97M-V/def2-TZVPD) of the molecule C19H21N3O5.

Properties
* calculated total energy: -34751.826 eV
* SMILES string: COc1ccc(C(=O)NCC(=O)N2CCN(C(=O)c3ccco3)CC2)cc1
* HOMO: -0.30643 Ha

```
! RIJCOSX wB97M-V def2-TZVPD def2/J DEFGRID3
* xyz 0 1
C -1.8971 1.2672 0.3307
C -0.5731 1.4760 -0.3078
H 1.3066 -0.0130 -2.7101
C -1.2476 -0.7513 -2.8468
O 2.2320 -1.4286 -1.4675
H -1.8038 3.3536 -2.5987
C -3.8759 1.3238 1.3474
C -3.2953 0.1031 1.5072
H 3.9865 -0.0284 2.8193
C 2.7694 -0.7210 1.2189
C 2.2136 -1.0288 3.5298
H -0.6762 -1.5799 -0.2946
H -2.4764 1.0961 -4.0311
C -1.7035 2.2856 -2.3764
N -0.5503 2.0731 -1.5287
H -3.6266 -0.7881 2.0020
O 0.4468 1.1435 0.2687
N 0.0514 -1.6847 -0.9835
C -1.5168 1.4722 -3.6764
H 1.5149 1.9918 -1.5409
H 0.7790 2.9510 -2.8514
C 0.7131 0.7751 -3.1701
H 4.4742 -0.7660 5.0040
O -2.0996 0.0634 0.9076
H -0.9519 -2.8049 -2.4219
C 3.5624 -0.2558 5.3309
H 3.5050 -0.2840 6.4180
O -2.4603 -0.8533 -2.7930
H -0.1492 -2.4020 1.5423
C 0.7477 -1.8617 1.8073
H -1.0438 2.0665 -4.4604
H -3.0786 3.1069 0.2750
N -0.6539 0.3468 -3.3772
H -4.8262 1.6428 1.7223
O 2.4080 -0.9162 4.8713
C -2.9661 2.0865 0.5805
H -2.5979 1.9441 -1.8572
C -0.3547 -1.8883 -2.3549
H 3.5887 0.7862 4.9969
H 1.1563 1.0195 -4.1415
H 3.4323 -0.3486 0.4532
C 0.6991 2.0344 -2.2622
C 1.3456 -1.4904 -0.6274
C 1.0511 -1.6980 3.1396
H 0.5495 -1.9977 -2.9571
C 1.6024 -1.3647 0.8247
C 3.0778 -0.5449 2.5530
H 0.4000 -2.0793 3.9109
*
```



Record 2
The following is a DFT calculation (ωB97M-V/def2-TZVPD) of the molecule C19H21N3O7.

Properties
* calculated total energy: -38847.324 eV
* SMILES string: COc1ccc(OC)c(/C=C/C(=O)OCC(=O)c2c(N)n(C)c(=O)n(C)c2=O)c1
* HOMO: -0.29166 Ha

```
! RIJCOSX wB97M-V def2-TZVPD def2/J DEFGRID3
* xyz 0 1
H 1.5444 0.9522 -0.7840
C 2.9157 -0.5652 -0.1944
O 4.5250 -2.1488 0.4757
H -0.8751 0.6900 2.8907
H 0.0450 0.4884 1.3957
C 4.2525 -0.8593 0.1429
H -5.0231 2.6978 -1.2467
H 6.5416 -2.3318 0.0178
C -0.2623 -2.6692 -0.4352
H 5.8045 -3.5560 1.0795
C -0.7749 1.0347 1.8616
C -2.5834 -3.0863 -0.5691
O 3.2733 3.0521 -0.9019
C -3.7612 -2.1416 -0.4299
H -2.3525 -3.5651 0.3919
C -4.3582 0.2271 -0.1432
H 1.5948 2.8862 -2.1123
H -5.8221 2.5060 0.3448
O -1.6395 -1.4246 1.5079
C 3.5232 1.7505 -0.5802
C 0.7066 -1.5995 -0.6863
H 2.1989 -2.4912 0.4484
H -0.5923 2.1057 1.8395
H 5.5788 2.2306 -0.2779
N -2.0064 0.7651 1.1364
C 4.8437 1.4423 -0.2532
O -0.0734 -3.6847 0.1813
C -2.7564 1.8249 0.7280
C 1.9214 -1.6155 -0.1227
H 0.3463 -0.7908 -1.3041
H -2.8354 -3.8596 -1.3030
H 1.2681 3.2484 -0.3924
N -5.5504 0.0044 -0.6963
H -5.7133 -0.9801 -0.9443
H 6.2318 -0.0407 0.3494
O -4.8559 -2.4698 -0.8823
O -1.4536 -2.3470 -0.9988
C 5.8383 -2.4940 0.8410
H -4.3725 3.5232 0.1799
H -6.1020 0.7448 -1.0905
N -3.9886 1.5075 0.1479
H 6.1724 -1.9365 1.7219
C 2.5747 0.7415 -0.5509
C 1.9550 3.4210 -1.2273
O -2.4150 2.9793 0.8624
H 1.9938 4.4872 -1.4441
C 5.2016 0.1577 0.1010
C -2.3255 -0.5922 0.9569
C -3.4919 -0.8365 0.1377
C -4.8666 2.6176 -0.1693
*
```



Record 3
The following is a DFT calculation (ωB97M-V/def2-TZVPD) of a structure of composition C19H21N3OS4Sc.

Properties
* calculated total energy: -90607.475 eV
* HOMO: -0.10961 Ha

```
! RIJCOSX wB97M-V def2-TZVPD def2/J DEFGRID3
* xyz -1 1
C -0.3976 2.6899 -0.7470
C 1.5728 4.0863 -1.0616
Sc 0.1945 0.1663 1.0806
C -3.9652 -0.0388 -0.4906
C 1.9478 -0.3476 3.2429
H 2.7914 2.4046 1.6317
H -2.3340 -2.9547 -2.4082
N 0.4933 2.3829 0.1329
C -2.8712 -2.2718 -0.4428
H -1.3399 2.1538 -0.7874
C -3.3190 -5.0072 0.0857
H 4.6180 5.4816 -0.7697
H -2.0039 0.5632 -2.2381
H -1.1824 -0.9937 -2.2857
S 1.1730 1.2006 3.3234
H -3.8151 1.0307 -0.6584
C 2.6432 4.9293 -1.3527
C -2.6744 -3.2413 -1.4225
C 1.6336 3.1668 -0.0078
C -2.8902 -4.5924 -1.1625
H -4.3428 -0.1629 0.5251
C -2.6213 -0.7758 -0.6715
H -3.8456 -4.3560 2.0650
S 3.5935 -0.5378 3.5542
C -3.5245 -4.0512 1.0759
S 0.9187 -1.6719 2.7484
H 4.0634 -2.1182 1.0645
S 0.0297 3.9584 -1.8444
O 1.9628 -0.1802 -0.1424
C 3.7729 4.8363 -0.5662
C -2.1441 -0.5115 -2.1023
H -2.8672 -0.8525 -2.8514
H -3.4305 -1.9873 1.6066
C 2.7772 3.0914 0.7907
H -1.9081 -0.3428 1.3497
H 2.5900 5.6370 -2.1695
N 4.2059 0.1028 -0.0246
C -3.3011 -2.7121 0.8124
H 2.4086 -2.3137 0.9471
C -1.5578 -0.2667 0.2824
H -4.7271 -0.4045 -1.1897
C 3.0837 -0.6566 0.1292
H -2.7157 -5.3206 -1.9466
H 4.9723 -0.1147 0.5931
H -3.4824 -6.0579 0.2924
H 4.0071 1.0891 -0.1002
N 3.2456 -1.9442 0.4983
H 4.7264 3.8886 1.1130
C 3.8358 3.9269 0.4987
*
```



Record 4
The following is a DFT calculation (ωB97M-V/def2-TZVPD) of a structure of composition C19H21N4Os.

Properties
* calculated total energy: -28442.464 eV
* HOMO: -0.70310 Ha

```
! RIJCOSX wB97M-V def2-TZVPD def2/J DEFGRID3
* xyz 3 1
H 2.8910 -4.1144 1.3047
C 1.7005 2.1721 3.8807
C 1.7970 1.5009 1.5685
H 3.4849 -2.4534 -2.6196
H -0.6704 -0.0742 3.0330
H -2.3433 1.7550 1.5085
H 2.6749 0.1301 -2.6737
C -3.2918 3.1051 -1.4400
H 4.0025 -4.2144 -0.9333
C 0.1744 0.6035 2.9637
C 1.7636 -0.3267 -2.2692
H 1.2946 -2.2380 1.7524
C -1.3545 1.7008 -1.6078
H 3.1232 0.6426 0.1149
H 3.1658 2.9012 2.4874
N 0.7456 0.6658 1.7448
H -1.2311 -1.2062 -0.0683
H -4.0873 3.2761 0.5614
H 2.0840 2.7542 4.7129
C 2.3043 2.2572 2.6273
C 3.0155 -2.4345 -1.6430
H 2.2631 2.2422 -1.7941
Os 0.0000 0.0000 0.0000
C 3.3032 -3.4172 -0.6995
N 1.5048 -1.3710 -0.0963
C 2.1158 -1.4286 -1.3016
C -2.3646 1.9974 0.4513
H 0.1178 1.2386 5.0149
H 0.9274 2.6033 -0.7418
H 1.2518 -0.8075 -3.1127
C 1.6225 1.8010 -1.0175
C -2.2948 2.5267 -2.2215
C 1.8023 -2.3335 0.7981
H 3.2256 2.3644 0.2547
H 0.0738 1.7484 -3.2254
C 0.6108 1.3307 4.0550
N -1.3912 1.4215 -0.2806
C 2.5030 1.5362 0.2242
H -4.0318 3.7593 -1.8908
C 2.6878 -3.3679 0.5463
H -2.2489 2.7259 -3.2863
C -3.3280 2.8396 -0.0763
C -0.2443 1.0642 -2.4288
H -0.6997 0.1877 -2.9072
N 0.9080 0.6628 -1.6253
*
```



Record 5
The following is a DFT calculation (ωB97M-V/def2-TZVPD) of a structure of composition C19H21N8PRhS.

Properties
* calculated total energy: -55092.562 eV
* HOMO (alpha / beta): -0.34585 / -0.34600 Ha

```
! RIJCOSX wB97M-V def2-TZVPD def2/J DEFGRID3
* xyz 1 1
C -2.7868 -1.0143 -1.4774
H -1.7257 -4.3855 5.7401
C -0.7113 -4.3211 3.8703
H 0.8484 4.6661 -2.6824
N 0.3891 -3.6686 1.6824
H 3.5679 0.2279 -4.1108
C 0.1225 2.7931 -0.6377
H 0.3594 3.6629 2.4199
C 0.5793 -2.4676 1.0977
H -1.3385 -1.1763 -4.0915
C 0.2626 3.6623 1.3486
C 3.3171 -0.6050 -1.5679
H 0.0243 5.9535 -1.7950
N 2.4377 0.0761 -2.3661
C 1.4823 0.5972 -1.5620
H 0.6791 -4.5547 1.3081
N 0.0974 4.1449 -0.7880
H 1.0699 -2.3522 0.1453
N 1.7280 0.2899 -0.2983
H -0.9241 4.6672 -2.5509
N 0.2185 2.4968 0.6559
H -1.5456 0.5881 -4.1443
H -2.9630 -0.4653 -4.1201
C -1.1791 0.4743 -1.4970
H -1.2333 -0.4345 4.1242
H -3.5240 -1.6909 -1.8737
C -1.1011 -1.5033 4.0541
Rh 0.2239 0.5203 1.2476
H -2.9035 -0.9989 0.7263
N 0.1132 -1.4818 1.8216
N -1.4654 0.2694 -0.2227
H 2.0483 -0.6670 -4.2952
H 4.1850 -1.0971 -1.9714
C 2.8697 -0.4606 -0.2863
H -2.0702 -1.9600 5.8915
C -2.4642 -0.6646 -0.1987
C -0.4317 -2.0639 2.9659
C -1.5546 -2.3629 5.0303
C -1.9487 -0.3414 -3.7492
H 3.3088 -0.8057 0.6345
C -1.3580 -3.7512 4.9449
C 2.5230 0.1875 -3.8150
P 0.0838 1.6672 -2.0563
C 0.1831 4.6965 0.4563
C 0.0056 4.8942 -2.0332
H 0.1853 5.7622 0.6046
S 1.0795 1.0139 3.1743
H 2.0324 1.1023 -4.1375
H -0.5657 -5.3905 3.7965
C -0.2605 -3.4492 2.8837
N -1.9701 -0.2797 -2.2959
*
```



Record 6
The following is a DFT calculation (ωB97M-V/def2-TZVPD) of the molecule C19H21NO3.

Properties
* calculated total energy: -27676.226 eV
* SMILES string: Cc1ccc(-c2ccc(OCC(=O)N3CCOCC3)cc2)cc1
* HOMO: -0.29612 Ha

```
! RIJCOSX wB97M-V def2-TZVPD def2/J DEFGRID3
* xyz 0 1
H 3.5889 -0.7038 2.0973
C 5.4860 -0.9559 1.1537
C 2.1708 0.5016 0.1412
O -3.0185 -0.0246 -2.3111
C 0.0055 0.7323 -0.9185
C -2.6597 1.7296 -0.7281
C 3.5710 0.0586 0.0949
C -3.0780 0.3126 -1.1429
C 6.2508 -0.7791 0.0076
H -5.5451 -0.3874 2.4388
C 4.1687 -0.5422 1.2000
H -3.3463 -0.9748 1.8319
H 1.6967 -0.1757 -1.8336
C 5.6553 -0.1781 -1.0950
H -0.0604 2.0285 2.1940
C -0.4940 1.3529 0.2188
H 7.7219 -2.2456 -0.4796
H -3.5518 2.2877 -0.4251
C -5.2930 -0.0903 1.4089
H -5.6558 0.9257 1.2374
H 8.2727 -0.5836 -0.6729
C -5.3139 -2.1029 0.2173
C 1.6517 1.1177 1.2797
H 8.1108 -1.2835 0.9457
H 5.9288 -1.4249 2.0214
H -2.2325 2.2114 -1.6161
C -3.7660 -0.1796 1.2050
C 7.6740 -1.2443 -0.0495
C -4.0025 -1.8319 -0.5436
H -5.9923 -2.7016 -0.3916
H 2.2905 1.2878 2.1336
H 3.9008 0.7144 -1.9180
H -5.1159 -2.6414 1.1561
C 1.3257 0.3192 -0.9484
C 4.3373 0.2323 -1.0554
C 0.3414 1.5405 1.3193
H -3.2567 -2.6008 -0.3112
N -3.4967 -0.5213 -0.1710
O -5.9893 -0.8979 0.4846
H 6.2350 -0.0269 -1.9949
H -3.2872 0.7564 1.4798
H -0.6180 0.5565 -1.7801
H -4.1681 -1.8142 -1.6227
O -1.7770 1.8122 0.3682
*
```



Record 7
The following is a DFT calculation (ωB97M-V/def2-TZVPD) of the molecule C19H21NO3.

Properties
* calculated total energy: -27677.179 eV
* SMILES string: CC(=O)c1ccc(NC(=O)CCOc2cc(C)ccc2C)cc1
* HOMO: -0.30403 Ha

```
! RIJCOSX wB97M-V def2-TZVPD def2/J DEFGRID3
* xyz 0 1
C 4.0430 -2.5992 -0.2909
H -6.9966 0.1185 -1.6670
C -4.6215 -0.1797 -0.1597
C 1.5138 2.1168 -0.2441
C 5.0611 -1.7608 -0.7132
H 5.6884 1.2641 -1.6877
C 2.9213 -2.0752 0.3314
C -2.0178 0.8257 -0.3668
C 3.8496 0.1417 0.0881
H 3.0209 3.1677 0.9289
H 1.7879 1.5027 -1.1056
C -2.8252 0.6968 -1.4988
N -0.7299 1.3308 -0.5460
H -7.8211 -1.2593 -0.9143
C 1.8222 -2.9697 0.8205
H -4.2087 -0.3445 1.9226
C -4.1076 0.2024 -1.3992
O -6.3957 -1.0401 1.1255
H 1.6673 -3.8022 0.1371
H -6.3836 -1.5219 -1.9191
H -2.4365 0.9893 -2.4650
C 6.0795 0.5285 -0.9861
H 5.9332 -2.1807 -1.1940
C 0.2446 1.5549 0.3852
O 0.1253 1.3400 1.5682
H 4.1240 -3.6652 -0.4447
H -0.5002 1.5557 -1.5051
C 2.8335 -0.7003 0.5156
H 2.0846 -3.3816 1.7953
H 0.8897 -2.4203 0.9276
C -6.8541 -0.8540 -1.2010
H 1.2939 3.1234 -0.6053
C 4.9871 -0.3913 -0.5360
C 2.6979 2.1416 0.7396
C -3.8060 -0.0472 0.9660
C -2.5226 0.4467 0.8755
O 3.8424 1.5060 0.2243
H -1.9091 0.5431 1.7551
H -4.7026 0.1172 -2.2947
H 1.9601 -0.3074 1.0102
H 2.3881 1.6990 1.6947
H 6.4812 1.0759 -0.1347
H 6.8820 -0.0280 -1.4629
C -5.9893 -0.7201 0.0301
*
```



Record 8
The following is a DFT calculation (ωB97M-V/def2-TZVPD) of the molecule C19H21NO4.

Properties
* calculated total energy: -29724.037 eV
* SMILES string: CCOc1ccc(C(=O)N[C@H](C)[C@H]2COc3ccccc3O2)cc1
* HOMO: -0.30855 Ha

```
! RIJCOSX wB97M-V def2-TZVPD def2/J DEFGRID3
* xyz 0 1
C -1.6788 0.8447 0.1883
O 5.0919 0.4848 -0.0251
C -6.3383 -1.1038 -0.3292
H 5.7046 -3.9730 0.2325
C -1.6094 -0.2772 -0.6358
H -5.0030 0.8537 0.8038
O -5.0463 -1.3476 -0.8504
O -0.3462 2.1447 1.6695
C -6.5108 -1.6412 1.0883
H 3.2739 -4.3983 0.3858
H 3.9500 1.4671 1.3858
H 3.0342 1.1590 -1.5124
N 0.4510 1.7622 -0.4083
C 2.0109 3.5496 -0.9956
H 4.5839 2.4271 0.0147
C 5.4775 -1.8570 0.0926
C 3.2142 -1.0345 0.0940
H -2.7093 -1.8593 -1.5751
H -2.9595 2.0720 1.3641
H 1.2425 4.2859 -0.7777
C -2.7495 -0.9848 -0.9447
H 2.9807 3.9827 -0.7698
H -0.6557 -0.6244 -1.0071
H 1.7738 2.5545 0.9117
C -4.0640 0.5208 0.3907
C 4.1437 1.4725 0.3042
C 4.5888 -0.7908 0.0519
C -3.9949 -0.5902 -0.4461
H 1.9719 3.3090 -2.0561
H -6.5790 -0.0346 -0.3750
C 1.7660 2.2996 -0.1545
H 0.3096 1.2807 -1.2815
C -2.9129 1.2174 0.7061
C -0.4742 1.6261 0.5776
H -7.0080 -1.6354 -1.0113
C 2.7507 -2.3376 0.2240
H -6.3032 -2.7081 1.1051
C 5.0062 -3.1511 0.2011
C 3.6436 -3.3898 0.2837
C 2.8250 1.2148 -0.4300
H -7.5316 -1.4744 1.4212
H 1.6853 -2.4978 0.2751
H 6.5332 -1.6428 0.0432
O 2.2902 -0.0265 -0.0068
H -5.8289 -1.1488 1.7773
*
```